# 1
Formula: C19H45BO28P5
Source: the OMol25 dataset
Level of theory: the ωB97M-V functional and the def2-TZVPD basis

The calculation puts the highest occupied orbital energy at -7.19 eV. Its relative energy (zero: lowest compared OMol25 entry of this formula, charge and spin) is 106.11 kJ/mol. Its total charge is -1.

Positions of all 98 atoms, in Å:
1 O 0.177 3.920 1.092
2 C 0.036 3.094 0.147
3 O -0.936 2.217 -0.045
4 B -0.702 1.648 -1.387
5 O 0.718 1.960 -1.706
6 C 1.186 2.862 -0.899
7 O 2.281 3.464 -0.908
8 O -1.649 2.005 -2.530
9 C -2.320 0.999 -2.963
10 O -3.109 0.908 -3.871
11 C -1.824 -0.231 -2.070
12 O -0.822 0.194 -1.356
13 O -2.278 -1.319 -2.028
14 C 1.804 9.445 2.905
15 O 3.080 10.058 3.140
16 P 3.843 10.081 4.540
17 O 5.253 10.302 4.522
18 O 2.956 11.175 5.328
19 C 3.189 12.510 5.015
20 O 3.470 8.692 5.261
21 C 3.834 7.407 4.767
22 H 1.317 9.092 3.815
23 H 2.007 8.552 2.314
24 H 1.108 10.094 2.374
25 H 3.281 13.111 5.920
26 H 2.491 13.027 4.357
27 H 4.110 12.642 4.448
28 H 3.023 6.679 4.773
29 H 4.441 7.015 5.582
30 H 4.340 7.267 3.811
31 C 5.954 1.946 -7.661
32 O 5.458 1.345 -6.606
33 P 5.695 -0.230 -6.212
34 O 6.141 -1.072 -7.321
35 O 6.718 -0.060 -4.958
36 C 6.266 0.811 -3.867
37 O 4.328 -0.791 -5.430
38 C 3.081 -0.729 -6.062
39 H 6.862 2.434 -7.308
40 H 5.251 2.637 -8.127
41 H 6.263 1.420 -8.564
42 H 5.767 1.763 -4.045
43 H 7.080 0.996 -3.166
44 H 5.388 0.248 -3.550
45 H 2.791 0.319 -6.133
46 H 2.282 -1.303 -5.592
47 H 3.183 -0.959 -7.123
48 C -10.602 1.980 1.868
49 O -9.404 2.602 1.574
50 P -8.145 1.623 1.179
51 O -8.334 0.614 0.071
52 O -6.985 2.682 0.811
53 C -7.150 3.591 -0.266
54 O -7.706 0.997 2.552
55 C -6.498 0.294 2.714
56 H -11.307 1.655 1.103
57 H -11.129 2.558 2.627
58 H -10.321 1.157 2.525
59 H -6.954 4.626 0.012
60 H -8.091 3.497 -0.808
61 H -6.249 3.439 -0.861
62 H -6.340 -0.512 1.998
63 H -6.511 0.016 3.768
64 H -5.569 0.843 2.557
65 C 3.128 -2.292 5.685
66 O 3.202 -2.549 4.343
67 P 2.117 -3.441 3.554
68 O 2.004 -4.785 4.110
69 O 0.707 -2.581 3.434
70 C 0.633 -1.215 3.438
71 O 2.583 -3.357 2.075
72 C 1.863 -3.722 0.837
73 H 2.747 -3.133 6.264
74 H 2.730 -1.284 5.796
75 H 4.140 -2.209 6.081
76 H 1.527 -0.591 3.432
77 H -0.036 -1.018 4.276
78 H 0.133 -1.005 2.493
79 H 0.801 -3.594 1.049
80 H 1.940 -4.770 0.548
81 H 2.174 -3.051 0.036
82 C -2.714 -12.484 0.078
83 O -2.084 -11.215 -0.279
84 P -1.768 -11.031 -1.851
85 O -2.738 -11.586 -2.807
86 O -0.339 -11.663 -2.151
87 C 0.358 -11.297 -3.338
88 O -1.425 -9.425 -1.952
89 C -2.359 -8.607 -2.598
90 H -3.137 -13.059 -0.746
91 H -3.464 -12.405 0.864
92 H -2.020 -13.220 0.481
93 H -0.302 -10.883 -4.101
94 H 0.648 -12.277 -3.718
95 H 1.229 -10.665 -3.169
96 H -3.389 -8.959 -2.541
97 H -2.107 -8.280 -3.607
98 H -2.303 -7.655 -2.070

Forces on atoms 1 to 3 (eV/Å):
O -1.16 -3.00 -3.22
C 1.92 2.94 3.80
O 0.08 1.05 -0.88

---

# 2
Formula: C19H46BrFN3O17P5
Source: the OMol25 dataset
Level of theory: the ωB97M-V functional and the def2-TZVPD basis

The calculation puts the highest occupied orbital energy at -7.92 eV.

Positions of all 92 atoms, in Å:
1 C -1.200 -2.287 1.650
2 P -1.629 -1.556 -0.037
3 O -2.761 -2.691 -0.735
4 C -0.066 -1.406 -1.164
5 C -0.702 -1.101 -2.635
6 N -1.134 -0.904 -3.748
7 C 0.676 -0.069 -0.721
8 C 2.245 -0.083 -0.473
9 N 2.469 -0.118 1.035
10 C 0.773 -2.744 -1.343
11 F -0.195 -3.796 -1.681
12 Br 1.757 -3.426 0.220
13 C 1.678 -2.639 -2.694
14 N 2.552 -2.496 -3.511
15 H -2.169 -2.234 2.287
16 H -0.402 -1.702 2.242
17 H -0.930 -3.407 1.531
18 H -3.634 -2.228 -0.663
19 H 0.455 0.761 -1.502
20 H 0.173 0.321 0.253
21 H 2.841 -0.959 -0.891
22 H 2.687 0.916 -0.835
23 H 1.958 0.713 1.402
24 H 3.482 0.034 1.235
25 C 6.977 -6.533 -1.429
26 O 6.144 -6.056 -0.379
27 P 4.597 -6.730 -0.035
28 O 4.210 -5.524 0.805
29 O 5.223 -7.869 0.978
30 C 6.475 -8.504 0.800
31 O 3.059 -7.468 0.210
32 C 2.293 -7.578 -0.986
33 H 7.456 -5.666 -1.892
34 H 7.797 -7.138 -1.026
35 H 6.430 -7.101 -2.169
36 H 7.269 -7.836 1.132
37 H 6.627 -8.829 -0.228
38 H 6.509 -9.394 1.437
39 H 2.833 -8.180 -1.722
40 H 2.096 -6.583 -1.397
41 H 1.344 -8.065 -0.756
42 C -4.695 3.459 1.933
43 O -3.601 2.597 1.639
44 P -2.270 3.079 0.662
45 O -1.830 1.637 0.476
46 O -1.438 3.691 1.946
47 C -2.032 4.333 3.058
48 O -0.992 3.655 -0.349
49 C -1.472 4.253 -1.550
50 H -5.606 2.855 1.911
51 H -4.621 3.838 2.959
52 H -4.772 4.284 1.240
53 H -2.437 3.583 3.736
54 H -2.789 5.055 2.757
55 H -1.254 4.878 3.604
56 H -2.119 5.102 -1.311
57 H -2.032 3.519 -2.136
58 H -0.622 4.607 -2.135
59 C -8.228 -0.883 -2.691
60 O -7.550 0.115 -1.938
61 P -6.001 0.725 -2.379
62 O -5.797 1.331 -0.999
63 O -6.634 1.895 -3.353
64 C -7.808 1.747 -4.129
65 O -4.440 1.236 -2.900
66 C -3.551 0.150 -3.168
67 H -8.721 -1.554 -1.982
68 H -9.038 -0.438 -3.281
69 H -7.565 -1.439 -3.338
70 H -8.682 1.868 -3.490
71 H -7.829 0.799 -4.663
72 H -7.837 2.547 -4.875
73 H -3.968 -0.487 -3.953
74 H -3.397 -0.439 -2.260
75 H -2.598 0.549 -3.503
76 C 3.552 6.509 4.787
77 O 3.297 5.113 4.692
78 P 2.896 4.336 3.208
79 O 2.389 3.103 3.939
80 O 4.474 4.073 2.811
81 C 5.538 4.952 3.118
82 O 2.474 3.673 1.674
83 C 1.433 4.396 1.018
84 H 3.109 6.863 5.723
85 H 4.626 6.700 4.884
86 H 3.154 7.063 3.948
87 H 5.825 4.822 4.161
88 H 5.291 5.988 2.895
89 H 6.404 4.680 2.506
90 H 1.745 5.433 0.856
91 H 0.527 4.375 1.624
92 H 1.231 3.930 0.055

Forces on atoms 1 to 3 (eV/Å):
C 0.02 -1.37 0.49
P -1.80 0.80 0.30
O 0.80 1.03 0.87

---

# 3
Formula: C19H46N2O6P2RuS3
Source: the OMol25 dataset
Level of theory: the ωB97M-V functional and the def2-TZVPD basis

The calculation puts the highest occupied orbital energy (spin up / spin down) at -20.52 / -21.62 eV. Its relative energy (zero: lowest compared OMol25 entry of this formula, charge and spin) is 10.10 kJ/mol. As for the spin multiplicity: 5. Its total charge is +4.

Positions of all 79 atoms, in Å:
1 Ru 1.379 -0.603 1.053
2 C 0.823 0.522 4.146
3 C 1.809 1.572 3.672
4 S 1.819 1.658 1.846
5 C 3.558 1.907 1.373
6 C 4.557 0.898 1.934
7 S 4.001 -0.836 1.899
8 C 3.859 -1.227 3.680
9 C 2.540 -1.874 4.054
10 S 1.023 -1.125 3.391
11 H -0.210 0.794 3.920
12 H 0.891 0.379 5.227
13 H 2.824 1.392 4.016
14 H 1.503 2.561 4.020
15 H 3.824 2.924 1.672
16 H 3.526 1.890 0.282
17 H 4.844 1.131 2.958
18 H 5.470 0.955 1.338
19 H 4.049 -0.316 4.241
20 H 4.665 -1.924 3.919
21 H 2.409 -1.911 5.139
22 H 2.478 -2.895 3.682
23 C 3.326 1.641 -3.029
24 C 1.941 2.190 -3.229
25 C 1.542 3.330 -2.334
26 O 0.951 1.049 -3.034
27 P 0.361 0.171 -1.959
28 O 1.418 -0.150 -0.795
29 C -0.984 1.027 -1.131
30 P -1.809 0.164 0.232
31 O -0.710 -0.510 1.090
32 O -2.513 1.176 1.143
33 C -3.867 1.864 0.843
34 C -4.744 1.566 2.028
35 C -3.570 3.321 0.622
36 O -2.741 -0.832 -0.461
37 C -3.602 -1.906 0.193
38 C -4.965 -1.796 -0.437
39 C -2.908 -3.220 -0.050
40 O -0.044 -1.206 -2.462
41 C -0.639 -1.671 -3.837
42 C -1.800 -0.777 -4.169
43 C 0.474 -1.702 -4.843
44 H 4.046 2.438 -3.220
45 H 3.539 0.830 -3.723
46 H 3.474 1.283 -2.006
47 H 1.764 2.434 -4.274
48 H 1.619 3.054 -1.275
49 H 0.530 3.677 -2.543
50 H 2.218 4.168 -2.507
51 H -1.734 1.293 -1.885
52 H -0.578 1.966 -0.739
53 H -4.234 1.376 -0.061
54 H -4.313 1.975 2.941
55 H -4.916 0.496 2.148
56 H -5.713 2.043 1.871
57 H -3.146 3.774 1.518
58 H -4.506 3.834 0.399
59 H -2.903 3.485 -0.225
60 H -3.637 -1.653 1.254
61 H -4.904 -1.945 -1.514
62 H -5.431 -0.835 -0.226
63 H -5.607 -2.575 -0.024
64 H -2.948 -3.494 -1.104
65 H -3.404 -4.003 0.523
66 H -1.860 -3.178 0.260
67 H -0.960 -2.669 -3.553
68 H -1.475 0.240 -4.401
69 H -2.550 -0.773 -3.378
70 H -2.280 -1.165 -5.070
71 H 0.792 -0.701 -5.130
72 H 0.092 -2.198 -5.738
73 H 1.323 -2.285 -4.490
74 N 2.347 -3.596 1.309
75 N 1.428 -2.754 0.573
76 H 3.192 -3.703 0.752
77 H 1.939 -4.527 1.391
78 H 0.475 -3.085 0.739
79 H 1.565 -2.831 -0.439

Forces on atoms 1 to 3 (eV/Å):
Ru -0.13 -0.32 -0.08
C 0.02 0.01 0.04
C -0.01 0.00 -0.03